# 1
Formula: C32H39AsNO3PPd
Source: the Open Molecules 2025 dataset
Level of theory: wB97M-V/def2-TZVPD

Results
energy relative to the best compared isomer or geometry (same formula, charge and spin) = 0.0 kJ/mol
electronic energy = -4228.176985 Ha

Last column: Mulliken charge in e.
Cartesian coordinates (Å):
Pd: -0.702145 0.168933 -0.574810  -1.65
C: -0.122311 3.334515 -3.994972  -0.80
O: -0.355766 2.477486 -2.888777  -0.30
C: -1.729166 2.158740 -2.704739  -0.09
C: -2.515693 3.245511 -2.011146  -0.50
O: -2.132103 3.371104 -0.661015  -0.12
C: -2.862744 4.382010 -0.007557  -0.90
H: -0.926425 4.061917 -4.124533  0.33
H: -0.030260 2.751994 -4.918005  0.32
H: 0.805905 3.872999 -3.810686  0.22
H: -1.775916 1.218450 -2.121764  -0.11
H: -2.192937 1.935629 -3.670775  0.37
H: -3.582954 2.989726 -2.077471  0.39
H: -2.378956 4.208417 -2.523974  0.23
H: -3.938402 4.167186 -0.017444  0.36
H: -2.699339 5.360282 -0.475703  0.34
H: -2.519018 4.423394 1.024688  0.21
O: 0.610972 0.035821 -3.799450  -0.18
N: -0.663614 -0.312054 -4.197828  -0.32
C: -0.868094 -1.560913 -4.156516  -0.90
C: 0.039721 -2.670679 -3.776760  0.76
C: 0.058977 -3.737722 -4.675898  -0.77
C: 0.812061 -4.871790 -4.436059  -0.66
C: 1.541278 -4.963674 -3.262132  -0.79
C: 1.507765 -3.921704 -2.350191  -0.28
C: 0.778012 -2.754213 -2.584176  0.05
P: 0.767488 -1.428549 -1.288857  1.87
C: 2.449885 -0.711250 -1.473843  0.38
C: 2.715267 0.462841 -0.767311  -0.28
C: 3.965537 1.060393 -0.824981  -0.74
C: 4.968020 0.499264 -1.604147  -0.55
C: 4.709078 -0.657891 -2.323266  -0.76
C: 3.459912 -1.260963 -2.256548  -0.07
C: 0.998736 -2.473599 0.209250  0.48
C: -0.136543 -3.106859 0.719003  -0.38
C: -0.065920 -3.871348 1.870992  -0.80
C: 1.141758 -3.996359 2.550265  -0.48
C: 2.270995 -3.361072 2.060444  -0.76
C: 2.202336 -2.608801 0.892245  -0.04
H: 0.472048 0.948928 -3.480740  0.38
H: -1.851763 -1.844902 -4.519853  0.38
H: -0.535108 -3.667617 -5.579694  0.47
H: 0.817092 -5.682423 -5.153047  0.39
H: 2.128214 -5.847574 -3.047764  0.43
H: 2.067460 -4.017487 -1.428506  0.46
H: 1.918486 0.911946 -0.183031  0.20
H: 4.152881 1.970575 -0.268887  0.44
H: 5.943221 0.966359 -1.657300  0.37
H: 5.481344 -1.094905 -2.943779  0.43
H: 3.274289 -2.157397 -2.833556  0.35
H: -1.086124 -2.979337 0.210188  0.40
H: -0.954775 -4.361299 2.248432  0.40
H: 1.197419 -4.583256 3.458189  0.37
H: 3.213946 -3.448876 2.585595  0.41
H: 3.094144 -2.119822 0.519820  0.41
C: 0.320765 -0.022813 2.908419  -1.22
As: -0.820523 0.970178 1.678046  1.11
C: -0.158731 2.770588 2.067887  -1.22
C: -2.546921 0.979403 2.663029  -1.51
C: -2.442469 1.118280 4.146378  0.62
C: -2.499673 2.366790 4.762678  -0.14
C: -2.357130 2.493227 6.137608  -0.71
C: -2.161523 1.368695 6.924984  -0.46
C: -2.117785 0.116571 6.326005  -0.62
C: -2.257047 -0.005071 4.952870  -0.28
H: 0.332028 0.422070 3.902871  0.57
H: 1.326527 -0.015240 2.486603  0.36
H: -0.009353 -1.061300 2.967826  0.15
H: 0.919842 2.716179 2.216949  0.43
H: -0.608959 3.182431 2.971044  0.42
H: -0.365805 3.407340 1.210999  0.21
H: -3.043298 0.049555 2.384402  0.59
H: -3.117870 1.799907 2.224023  0.45
H: -2.673983 3.250273 4.158916  0.42
H: -2.406657 3.473371 6.594846  0.38
H: -2.052885 1.464953 7.997319  0.38
H: -1.975901 -0.769409 6.931891  0.39
H: -2.220819 -0.986061 4.492784  0.34

Cartesian forces (eV/Å) of the 6 atoms listed first:
0.17 -0.39 0.16
0.01 0.04 -0.10
-0.01 0.08 0.07
-0.16 -0.16 0.03
-0.01 0.02 0.00
0.03 -0.01 -0.02

***

# 2
Formula: C32H39Cl72INO3
Source: the Open Molecules 2025 dataset
Level of theory: wB97M-V/def2-TZVPD

Results
electronic energy = -34954.467203 Ha
net charge = -1

Last column: Mulliken charge in e.
Cartesian coordinates (Å):
C: -1.819854 0.756846 0.969492  -0.43
C: -1.443853 -0.045243 -0.420084  -0.16
O: -0.213296 -0.849106 -0.347849  -0.36
C: 0.939332 -0.061120 0.117074  -0.27
N: 2.204607 -0.829960 -0.191904  -0.20
C: 2.865411 -1.401300 1.043968  0.00
C: 3.463127 -2.893949 0.582909  -0.05
O: 4.795191 -2.986525 0.349004  -0.53
O: 2.565553 -4.077915 0.482457  -0.75
C: 4.084998 -0.497519 1.662608  -0.20
I: 3.526148 1.574834 2.159800  -0.11
C: 4.533936 -1.196739 3.107366  -0.39
C: 5.990294 -0.602671 3.664259  -0.42
H: -2.887896 1.265189 0.819939  0.02
H: -1.071011 1.636824 1.211864  0.26
H: -1.907089 0.031091 1.889563  0.20
H: -1.376318 0.686085 -1.360566  0.21
H: -2.336827 -0.812419 -0.609134  0.11
H: 0.895279 0.123599 1.294925  0.17
H: 0.877610 0.983266 -0.457854  0.24
H: 2.866232 -0.303904 -0.803573  0.31
H: 2.102286 -1.618622 1.911481  0.23
H: 5.064079 -0.473452 0.999718  0.35
H: 3.721292 -0.975781 3.952015  0.27
H: 4.667755 -2.357334 3.040854  0.27
H: 6.896205 -1.246656 3.255462  0.09
H: 6.022556 -0.602262 4.846133  0.30
H: 6.160653 0.503124 3.318834  -0.06
C: 6.408759 4.620787 2.481298  -0.06
Cl: 7.191278 4.520314 0.894673  0.03
Cl: 6.962759 3.306353 3.532489  -0.10
Cl: 6.725609 6.193831 3.232726  -0.03
H: 5.329819 4.517537 2.340310  0.18
C: -5.924910 0.317559 0.609314  0.72
Cl: -5.142391 0.217086 -0.977312  -0.10
Cl: -5.370910 -0.996875 1.660505  -0.11
Cl: -5.608060 1.890603 1.360742  -0.13
H: -7.003850 0.214308 0.468326  -0.36
C: -8.531625 0.389634 -3.292144  0.55
Cl: -8.493560 -0.306836 -1.663251  -0.04
Cl: -7.168170 1.496564 -3.527410  -0.12
Cl: -8.511878 -0.890734 -4.516797  -0.06
H: -9.459098 0.957345 -3.402356  -0.35
C: 5.462970 7.616031 -0.671463  0.06
Cl: 4.252892 6.654049 0.194626  -0.10
Cl: 6.890737 7.880193 0.344093  -0.01
Cl: 5.917453 6.823436 -2.189602  -0.12
H: 5.024309 8.588647 -0.908618  0.19
C: -7.102590 1.323099 5.114407  -0.10
Cl: -5.510128 0.805512 4.534770  -0.07
Cl: -7.118605 3.069690 5.412439  -0.13
Cl: -8.362739 0.879048 3.950641  -0.03
H: -7.308942 0.810878 6.057645  0.35
C: 10.701674 2.865071 -1.000022  -0.07
Cl: 9.380288 3.850601 -1.650008  -0.12
Cl: 10.854553 3.105060 0.748889  -0.11
Cl: 10.441789 1.152412 -1.372531  -0.04
H: 11.633795 3.183032 -1.474048  0.35
C: -10.997184 2.501822 -5.611142  -0.02
Cl: -12.318570 3.487351 -6.261128  -0.08
Cl: -10.844306 2.741810 -3.862230  -0.15
Cl: -11.257069 0.789162 -5.983650  -0.09
H: -10.065064 2.819781 -6.085167  0.31
C: 6.092202 11.981842 0.161224  0.02
Cl: 7.704380 11.458770 0.678031  -0.10
Cl: 6.179011 12.812880 -1.401304  -0.13
Cl: 4.988965 10.598378 0.069548  -0.14
H: 5.703484 12.683721 0.903461  0.32
C: 6.146553 -6.313898 -0.652534  0.25
Cl: 5.154104 -7.763155 -0.419061  -0.16
Cl: 7.820171 -6.619649 -0.157385  -0.05
Cl: 6.084738 -5.783095 -2.341893  -0.13
H: 5.742378 -5.515051 -0.025529  0.11
C: -11.120065 2.879825 2.399977  0.01
Cl: -10.139523 1.910365 1.287101  -0.03
Cl: -10.375286 4.465567 2.665272  -0.11
Cl: -12.768967 3.063253 1.777895  -0.14
H: -11.169872 2.357947 3.359046  0.26
C: 4.044800 -8.778368 -4.284753  0.50
Cl: 4.748789 -7.899151 -5.652668  -0.14
Cl: 2.314585 -8.424056 -4.141667  -0.12
Cl: 4.310259 -10.521197 -4.462471  -0.16
H: 4.541249 -8.445948 -3.369502  -0.12
C: 9.491241 2.086903 -5.023904  0.55
Cl: 9.853705 0.400522 -5.429548  -0.13
Cl: 10.770417 3.158709 -5.619381  -0.14
Cl: 7.920157 2.563232 -5.690476  -0.13
H: 9.445253 2.177091 -3.935603  -0.16
C: 6.326096 5.605072 6.898664  0.70
Cl: 7.774015 5.017622 7.734273  -0.14
Cl: 5.314678 4.246836 6.377237  -0.10
Cl: 5.405907 6.700494 7.944040  -0.15
H: 6.641776 6.159884 6.011433  -0.31
C: 9.914724 8.010262 4.619253  0.00
Cl: 10.618713 8.889478 3.251338  -0.09
Cl: 8.184509 8.364575 4.762340  -0.13
Cl: 10.180183 6.267432 4.441534  -0.08
H: 10.411173 8.342682 5.534503  0.32
C: 14.303456 8.845235 2.297224  0.22
Cl: 14.341522 8.148767 3.926117  -0.12
Cl: 15.666911 9.952166 2.061958  -0.14
Cl: 14.323202 7.564868 1.072571  -0.11
H: 13.375983 9.412947 2.187011  0.13
C: -10.458547 -3.020165 0.499664  -0.12
Cl: -9.021587 -3.826674 1.151201  -0.11
Cl: -11.930977 -3.701278 1.212185  0.03
Cl: -10.377246 -1.274110 0.789812  -0.04
H: -10.488445 -3.188877 -0.579823  0.24
C: -15.680013 -4.496298 1.928610  0.44
Cl: -17.001399 -3.510769 1.278624  -0.14
Cl: -15.527135 -4.256311 3.677520  -0.11
Cl: -15.939898 -6.208959 1.556100  -0.10
H: -14.747892 -4.178339 1.454584  -0.10
C: -13.992480 7.423961 -5.896636  0.03
Cl: -12.380301 6.900889 -5.379830  -0.09
Cl: -13.905670 8.254999 -7.459165  -0.12
Cl: -15.095716 6.040498 -5.988313  -0.12
H: -14.381197 8.125840 -5.154400  0.30
C: 9.134426 -2.237448 -0.618498  -0.09
Cl: 10.582346 -2.824898 0.217109  -0.15
Cl: 8.123009 -3.595684 -1.139927  0.01
Cl: 8.214237 -1.142026 0.426876  -0.03
H: 9.450106 -1.682637 -1.505730  0.20
C: -12.978596 -6.787759 5.184111  -0.08
Cl: -11.366418 -7.310831 5.700918  -0.12
Cl: -12.891787 -5.956722 3.621582  0.03
Cl: -14.081832 -8.171223 5.092434  -0.13
H: -13.367314 -6.085881 5.926347  0.30
C: -12.325554 -6.741676 -1.317710  0.04
Cl: -12.287488 -7.438144 0.311183  -0.07
Cl: -10.962098 -5.634746 -1.552976  -0.10
Cl: -12.305806 -8.022044 -2.542363  -0.13
H: -13.253026 -6.173965 -1.427922  0.25
C: 7.587839 -12.722012 -4.205635  0.55
Cl: 7.625904 -13.418481 -2.576743  -0.12
Cl: 8.951295 -11.615082 -4.440901  -0.12
Cl: 7.607586 -14.002380 -5.430288  -0.13
H: 6.660367 -12.154301 -4.315848  -0.15
C: 11.320391 -8.710318 1.049579  0.03
Cl: 12.757351 -9.516826 1.701117  -0.14
Cl: 9.847960 -9.391431 1.762101  -0.11
Cl: 11.401691 -6.964262 1.339727  -0.08
H: 11.290492 -8.879029 -0.029907  0.30
C: -10.510554 -2.533109 -7.755238  0.59
Cl: -11.503003 -3.982366 -7.521764  -0.12
Cl: -8.836936 -2.838860 -7.260088  -0.13
Cl: -10.572369 -2.002306 -9.444597  -0.12
H: -10.914730 -1.734262 -7.128233  -0.21

Cartesian forces (eV/Å) of the 6 atoms listed first:
-0.53 0.56 -0.38
-0.62 -0.26 0.28
-0.48 1.79 0.67
0.45 0.52 -0.07
-1.00 1.27 1.66
0.59 -0.78 -0.31